one) {"formula": "C2HN3O3", "method": "ωB97M-V/def2-TZVPD", "symbols": ["O", "N", "O", "C", "N", "C", "N", "O", "H"], "xyz": [[-0.23, 1.96, -1.79], [0.14, 0.74, -1.61], [0.86, 0.02, -2.41], [-0.05, 0.19, -0.31], [-0.92, 0.33, 0.66], [-0.51, -0.59, 1.58], [0.78, -1.10, 1.26], [0.93, -0.77, 0.00], [-0.97, -0.78, 2.61]], "smiles": "O=[N+]([O-])c1ncno1", "homo_energy_ev": -11.22, "lumo_ha": -0.0791}

two) {"formula": "C2HN3O3", "method": "ωB97M-V/def2-TZVPD", "symbols": ["O", "N", "O", "C", "N", "C", "O", "N", "H"], "xyz": [[-2.29, 0.97, -0.26], [-1.75, -0.09, -0.12], [-2.34, -1.21, 0.22], [-0.34, -0.14, 0.12], [0.47, 0.99, 0.30], [1.64, 0.48, 0.01], [1.74, -0.77, -0.20], [0.41, -1.29, -0.10], [2.47, 1.06, 0.02]], "smiles": "O=[N+]([O-])c1ncon1", "homo_energy_ev": -11.58, "lumo_ha": -0.0635}

three) {"formula": "C2HN3O3", "method": "ωB97M-V/def2-TZVPD", "symbols": ["C", "C", "N", "N", "N", "O", "O", "O", "H"], "xyz": [[-1.07, 0.95, 0.20], [-0.65, -1.37, 0.16], [-2.42, 0.53, 0.39], [-2.71, -0.77, 0.43], [-0.18, -0.18, 0.05], [-0.74, 2.09, 0.18], [-0.34, -2.52, 0.12], [-2.95, -0.09, -0.75], [0.85, -0.16, 0.10]], "homo_energy_ev": [-9.26, -9.26], "lumo_ha": [-0.0148, -0.0148]}

Taking the most stable structure as the zero point, the relative energies in hartree are one) 0.0125; two) 0.0000; three) 0.0165.

one) {"formula": "C11H14N2", "method": "ωB97M-V/def2-TZVPD", "symbols": ["C", "C", "C", "N", "C", "N", "H", "H", "H", "H", "H", "H", "C", "C", "C", "C", "C", "C", "C", "H", "H", "H", "H", "H", "H", "H", "H"], "xyz": [[-0.95, 5.15, -0.27], [-0.19, 3.86, -0.26], [0.49, 3.32, -1.32], [1.04, 2.17, -0.84], [0.63, 2.02, 0.44], [-0.08, 3.05, 0.82], [-1.19, 5.46, -1.29], [-0.34, 5.93, 0.20], [-1.87, 5.08, 0.32], [0.56, 3.58, -2.36], [1.46, 1.45, -1.41], [1.13, 1.38, 1.16], [1.28, -4.08, -0.94], [0.36, -3.24, -0.10], [0.89, -2.23, 0.70], [0.07, -1.46, 1.52], [-1.31, -1.63, 1.48], [-1.85, -2.62, 0.68], [-1.01, -3.46, -0.05], [1.79, -4.81, -0.32], [2.05, -3.46, -1.39], [0.81, -4.55, -1.80], [1.95, -2.02, 0.65], [0.53, -0.75, 2.18], [-1.95, -1.01, 2.09], [-2.91, -2.79, 0.65], [-1.40, -4.34, -0.54]], "smiles": "Cc1c[nH]cn1.Cc1ccccc1", "homo_energy_ev": -8.48, "lumo_ha": 0.0274}

two) {"formula": "C11H14N2", "method": "ωB97M-V/def2-TZVPD", "symbols": ["C", "C", "C", "N", "C", "N", "H", "H", "H", "H", "H", "H", "C", "C", "C", "C", "C", "C", "C", "H", "H", "H", "H", "H", "H", "H", "H"], "xyz": [[1.66, -2.58, -1.79], [1.83, -2.09, -0.39], [2.38, -0.94, 0.08], [2.21, -0.99, 1.45], [1.45, -2.07, 1.70], [1.16, -2.76, 0.63], [0.71, -3.08, -2.02], [2.43, -3.28, -2.10], [1.58, -1.72, -2.46], [3.05, -0.23, -0.38], [2.77, -0.53, 2.15], [1.13, -2.37, 2.69], [-0.76, 2.64, 1.85], [-1.29, 1.98, 0.62], [-0.60, 1.03, -0.10], [-1.07, 0.45, -1.27], [-2.24, 0.96, -1.83], [-2.89, 2.00, -1.17], [-2.56, 2.33, 0.13], [-0.22, 1.92, 2.47], [-1.55, 2.85, 2.57], [-0.17, 3.54, 1.73], [0.39, 0.73, 0.24], [-0.47, -0.33, -1.73], [-2.54, 0.71, -2.84], [-3.73, 2.45, -1.70], [-3.17, 3.11, 0.57]], "smiles": "Cc1c[nH]cn1.Cc1ccccc1", "homo_energy_ev": -8.84, "lumo_ha": 0.0287}

Taking the most stable structure as the zero point, the relative energies in hartree are one) 0.0000; two) 0.0141.

one) {"formula": "C2H2O3S", "method": "ωB97M-V/def2-TZVPD", "symbols": ["C", "C", "O", "O", "O", "S", "H", "H"], "xyz": [[1.29, 0.67, -0.71], [0.06, 0.27, 0.83], [2.21, 1.36, -0.55], [-2.20, -1.20, 1.01], [-1.29, -0.85, -1.18], [-1.11, -0.68, 0.24], [0.66, 0.17, -1.44], [0.38, 0.26, 1.81]], "homo_energy_ev": -10.19, "lumo_ha": -0.0134}

two) {"formula": "C2H2O3S", "method": "ωB97M-V/def2-TZVPD", "symbols": ["C", "C", "O", "O", "O", "S", "H", "H"], "xyz": [[1.07, 0.35, -0.82], [0.14, 0.09, 0.03], [4.22, 0.17, 1.36], [2.17, 0.50, -1.20], [4.16, -1.17, -0.63], [4.45, 0.11, -0.05], [-0.90, -0.05, -0.11], [0.56, -0.06, 1.00]], "homo_energy_ev": -9.79, "lumo_ha": -0.0305}

Taking the most stable structure as the zero point, the relative energies in hartree are one) 0.0883; two) 0.0000.

one) {"formula": "C2H2O3S", "method": "ωB97M-V/def2-TZVPD", "symbols": ["C", "C", "O", "O", "O", "S", "H", "H"], "xyz": [[0.95, -1.68, 0.61], [-1.48, -0.11, 0.24], [-3.94, 0.02, -0.03], [-0.19, -0.51, 0.59], [1.54, -1.63, 1.63], [-2.87, -0.99, -0.09], [0.92, -2.07, -0.36], [-1.63, 0.95, 0.54]], "homo_energy_ev": [-8.63, -8.63], "lumo_ha": [-0.0169, -0.0168]}

two) {"formula": "C2H2O3S", "method": "ωB97M-V/def2-TZVPD", "symbols": ["C", "C", "O", "O", "O", "S", "H", "H"], "xyz": [[-0.81, 1.29, 0.18], [0.58, -0.60, 0.20], [2.85, -1.10, 1.21], [-0.10, 0.36, -0.66], [-0.77, 2.51, -0.09], [2.33, -0.15, 0.16], [-0.96, 0.70, 1.06], [0.70, -1.78, 0.37]], "homo_energy_ev": [-9.88, -10.07], "lumo_ha": [-0.0588, -0.0593]}

Taking the most stable structure as the zero point, the relative energies in hartree are one) 0.0000; two) 0.0328.

one) {"formula": "C2H2O3S", "method": "ωB97M-V/def2-TZVPD", "symbols": ["C", "C", "O", "O", "O", "S", "H", "H"], "xyz": [[1.08, 0.51, 0.68], [0.25, 0.07, -0.19], [0.30, 1.45, 3.71], [0.59, 3.66, 2.73], [1.79, 1.20, 1.33], [1.21, 2.53, 3.32], [0.49, 0.42, -1.08], [-0.50, -0.59, 0.07]], "homo_energy_ev": -10.05, "lumo_ha": -0.0220}

two) {"formula": "C2H2O3S", "method": "ωB97M-V/def2-TZVPD", "symbols": ["C", "C", "O", "O", "O", "S", "H", "H"], "xyz": [[0.70, 0.69, 0.18], [1.88, 0.30, -0.21], [-0.38, 0.94, 0.56], [-1.88, -1.62, 0.63], [-2.53, 0.05, -0.96], [-2.37, -0.30, 0.45], [2.72, 0.73, -0.61], [1.86, -0.79, -0.03]], "homo_energy_ev": -10.07, "lumo_ha": -0.0216}

Taking the most stable structure as the zero point, the relative energies in hartree are one) 0.0038; two) 0.0000.

one) {"formula": "C2H2O3S", "method": "ωB97M-V/def2-TZVPD", "symbols": ["C", "C", "O", "O", "O", "S", "H", "H"], "xyz": [[-0.24, 0.73, 0.92], [-1.22, 0.04, 0.07], [1.77, -1.54, 0.44], [1.64, 0.21, -1.24], [-0.89, 1.43, 0.09], [2.04, -0.17, 0.10], [-0.88, -0.49, -0.81], [-2.21, -0.21, 0.43]], "homo_energy_ev": -10.39, "lumo_ha": -0.0468}

two) {"formula": "C2H2O3S", "method": "ωB97M-V/def2-TZVPD", "symbols": ["C", "C", "O", "O", "O", "S", "H", "H"], "xyz": [[0.91, 0.19, 1.17], [0.41, 1.00, 0.44], [-0.35, -1.66, 0.12], [-1.73, 0.22, -0.68], [0.36, -0.40, -1.84], [-0.53, -0.52, -0.71], [0.97, -0.80, 1.48], [-0.03, 1.96, 0.02]], "homo_energy_ev": -11.46, "lumo_ha": -0.0377}

Taking the most stable structure as the zero point, the relative energies in hartree are one) 0.0000; two) 0.0052.

one) {"formula": "C3H10S2", "method": "ωB97M-V/def2-TZVPD", "symbols": ["C", "C", "C", "H", "H", "H", "H", "H", "H", "H", "H", "S", "S", "H", "H"], "xyz": [[1.65, -0.62, 1.81], [1.68, -1.91, 1.03], [0.51, -1.95, 0.01], [0.61, -0.56, 2.43], [2.53, -0.73, 2.62], [1.66, 0.42, 1.27], [2.63, -2.08, 0.45], [1.45, -2.81, 1.69], [-0.44, -2.47, 0.64], [0.81, -2.76, -0.74], [0.23, -1.04, -0.54], [-3.19, 4.89, -1.57], [-4.31, 4.24, -3.34], [-2.37, 3.56, -1.38], [-3.45, 3.81, -4.39]], "smiles": "CCC.SS", "homo_energy_ev": -9.21, "lumo_ha": -0.0090}

two) {"formula": "C3H10S2", "method": "ωB97M-V/def2-TZVPD", "symbols": ["C", "S", "C", "H", "H", "H", "H", "H", "H", "C", "S", "H", "H", "H", "H"], "xyz": [[-1.04, -1.13, -1.12], [0.42, -1.65, -2.05], [1.72, -0.66, -1.27], [-1.28, -1.82, -0.30], [-1.90, -1.18, -1.78], [-0.89, -0.13, -0.74], [1.55, -0.60, -0.20], [2.66, -1.20, -1.43], [1.78, 0.31, -1.76], [-0.18, 1.60, 1.48], [-0.82, 0.88, 3.00], [-0.86, 2.29, 0.98], [0.11, 0.81, 0.79], [0.73, 2.10, 1.77], [-2.01, 0.38, 2.64]], "smiles": "CSC.CS", "homo_energy_ev": -8.54, "lumo_ha": 0.0306}

Taking the most stable structure as the zero point, the relative energies in hartree are one) 0.0646; two) 0.0000.

one) {"formula": "C4H6N2O", "method": "ωB97M-V/def2-TZVPD", "symbols": ["C", "C", "C", "C", "N", "N", "O", "H", "H", "H", "H", "H", "H"], "xyz": [[1.46, 1.64, 0.20], [2.55, -0.61, -0.23], [-0.96, 0.31, -0.39], [0.14, -0.21, 0.58], [1.59, 2.75, -0.03], [1.35, 0.35, 0.25], [2.46, -1.79, -0.19], [3.17, 0.08, -0.76], [-1.58, 1.17, -0.02], [-0.40, 0.54, -1.30], [-1.84, -0.42, -0.29], [-0.20, -0.14, 1.62], [0.25, -1.30, 0.70]], "spin_multiplicity": 3, "homo_energy_ev": [-5.13, -10.28], "lumo_ha": [0.0191, -0.1458], "s_squared": 2.021}

two) {"formula": "C4H6N2O", "method": "ωB97M-V/def2-TZVPD", "symbols": ["C", "C", "C", "C", "N", "N", "O", "H", "H", "H", "H", "H", "H"], "xyz": [[-1.92, -0.46, -0.73], [-0.90, -0.83, 0.03], [0.23, 1.34, 0.77], [0.25, -0.05, 0.22], [2.46, -0.47, -0.37], [1.42, -0.75, 0.24], [0.27, 1.37, -0.57], [-2.86, -1.00, -0.78], [-1.87, 0.49, -1.11], [-0.64, -1.88, 0.36], [-0.76, 1.78, 1.11], [1.14, 1.75, 1.26], [3.16, -1.29, -0.44]], "spin_multiplicity": 3, "homo_energy_ev": [-7.35, -9.45], "lumo_ha": [0.0384, -0.0585], "s_squared": 2.011}

Taking the most stable structure as the zero point, the relative energies in hartree are one) 0.0043; two) 0.0000.